(1)
Entry from OMol25: a molecular structure, C2HFI2O at a distorted geometry (wB97M-V/def2-TZVPD).

Each line ends with the Mulliken charge.
Cartesian coordinates (Å):
C  -0.996  0.156  0.182  0.062
C  0.555  -0.038  0.034  -0.095
O  -1.597  -0.772  0.618  -0.365
F  0.953  -0.026  1.349  -0.203
I  1.057  -1.969  -0.895  0.138
I  1.433  1.603  -1.040  0.134
H  -1.405  1.046  -0.249  0.329

Energy relative to the best compared isomer or geometry (same formula, charge and spin)   1.1 kcal per mole
E_HOMO   -9.76 eV



(2)
Entry from OMol25: a molecular structure, H28HeO14 at a distorted geometry (wB97M-V/def2-TZVPD).

Each line ends with the Mulliken charge.
Cartesian coordinates (Å):
He  -0.098  0.190  0.359  0.016
O  3.688  0.825  -0.764  -0.613
H  3.640  0.126  -0.112  0.417
H  3.468  0.396  -1.592  0.277
O  -2.834  -1.987  -1.621  -0.625
H  -2.166  -2.135  -2.291  0.403
H  -3.109  -1.079  -1.752  0.250
O  2.137  -3.062  -0.888  -0.627
H  2.716  -2.487  -0.388  0.336
H  2.602  -3.898  -0.925  0.297
O  1.429  1.287  -2.837  -0.593
H  1.717  0.378  -2.918  0.241
H  1.873  1.743  -3.552  0.306
O  0.846  1.991  3.097  -0.728
H  1.799  2.024  3.017  0.325
H  0.525  2.109  2.203  0.352
O  1.124  -0.759  2.822  -0.674
H  1.498  -1.012  3.666  0.299
H  1.126  0.198  2.835  0.372
O  3.488  -1.157  1.133  -0.755
H  2.646  -1.182  1.589  0.443
H  4.138  -1.106  1.834  0.273
O  -1.340  -2.456  2.138  -0.654
H  -0.548  -1.996  2.414  0.322
H  -1.043  -3.058  1.456  0.304
O  -0.944  -1.327  -3.586  -0.654
H  -0.971  -0.403  -3.337  0.348
H  -0.011  -1.538  -3.626  0.323
O  -1.918  1.357  -2.905  -0.690
H  -2.373  1.628  -3.702  0.273
H  -1.196  1.980  -2.817  0.309
O  1.011  2.888  -0.427  -0.582
H  1.880  3.288  -0.454  0.257
H  0.997  2.293  -1.177  0.366
O  -3.240  0.501  3.826  -0.631
H  -2.519  1.124  3.917  0.273
H  -3.086  0.077  2.981  0.407
O  -2.424  1.578  -0.114  -0.646
H  -2.516  1.618  -1.066  0.301
H  -2.905  2.341  0.206  0.332
O  -3.389  -0.466  1.283  -0.736
H  -2.713  -1.140  1.205  0.366
H  -3.005  0.308  0.872  0.421

Energy relative to the best compared isomer or geometry (same formula, charge and spin)   20.9 kcal per mole
E_HOMO   -9.77 eV



(3)
Entry from OMol25: a molecular structure, C20H35AuBGeNO6S (wB97M-V/def2-TZVPD).

Each line ends with the Mulliken charge.
Cartesian coordinates (Å):
Au  -1.918  -0.447  0.265  0.081
C  1.909  3.207  1.283  -0.334
C  1.867  2.047  2.232  0.690
C  2.853  1.061  2.198  -0.337
C  2.770  -0.046  3.022  -0.803
C  1.699  -0.163  3.898  -0.050
C  0.712  0.808  3.956  -0.448
C  0.804  1.908  3.119  -0.221
S  1.504  -1.656  4.802  1.414
O  0.445  -1.455  5.759  -0.724
O  2.777  -2.141  5.275  -0.773
N  1.064  -2.685  3.610  -0.206
C  -0.290  -2.601  3.048  -0.242
C  -0.355  -3.377  1.741  -0.517
C  -1.810  -3.495  1.266  0.453
O  -2.307  -4.622  1.193  -0.747
O  -2.427  -2.401  1.034  -0.627
H  2.754  3.123  0.601  -0.180
H  1.966  4.156  1.827  0.486
H  0.996  3.206  0.688  -0.356
H  3.648  1.142  1.468  0.345
H  3.508  -0.835  2.968  0.382
H  -0.128  0.676  4.624  0.450
H  0.011  2.646  3.115  0.243
H  1.414  -3.616  3.794  0.281
H  -0.518  -1.550  2.861  0.072
H  -1.030  -2.978  3.760  0.228
H  0.033  -4.387  1.888  0.340
H  0.249  -2.870  0.985  0.284
C  -0.552  2.523  -3.281  -1.760
C  -1.794  2.800  -2.440  1.854
C  -2.881  3.417  -3.308  -2.018
O  -2.258  1.546  -1.932  -0.585
B  -1.720  1.338  -0.653  0.367
O  -1.141  2.541  -0.214  -0.302
C  -1.498  3.584  -1.133  1.885
C  -2.739  4.269  -0.561  -2.267
C  -0.361  4.584  -1.248  -1.828
H  -0.821  1.801  -4.054  0.507
H  0.249  2.068  -2.694  0.177
H  -0.180  3.430  -3.765  0.248
H  -3.006  2.812  -4.208  0.481
H  -2.604  4.430  -3.613  0.303
H  -3.836  3.451  -2.786  0.356
H  -3.562  3.557  -0.478  0.407
H  -3.058  5.115  -1.175  0.321
H  -2.502  4.633  0.440  0.510
H  0.562  4.098  -1.560  0.238
H  -0.191  5.062  -0.282  0.476
H  -0.612  5.361  -1.976  0.406
C  5.490  2.331  -1.198  -1.477
Ge  4.024  1.473  -2.307  0.280
C  3.768  2.834  -3.736  -1.294
C  5.045  -0.006  -3.159  -1.245
C  2.383  0.934  -1.592  -0.286
H  6.374  2.570  -1.799  0.464
H  5.796  1.656  -0.393  0.314
H  5.125  3.255  -0.739  0.343
H  4.725  3.194  -4.126  0.415
H  3.213  3.690  -3.343  0.324
H  3.189  2.407  -4.557  0.336
H  5.992  0.345  -3.579  0.349
H  4.446  -0.457  -3.952  0.376
H  5.262  -0.783  -2.421  0.344
H  1.737  1.788  -1.357  -0.504
H  2.415  0.242  -0.749  0.299

Energy relative to the best compared isomer or geometry (same formula, charge and spin)   0.0 kcal per mole
Charge   -2
E_HOMO   -0.31 eV



(4)
Entry from OMol25: a molecular structure, C39H33KN3O3P2 at a distorted geometry (wB97M-V/def2-TZVPD).

Each line ends with the Mulliken charge.
Cartesian coordinates (Å):
K  1.332  1.588  -0.927  1.172
C  5.428  -2.948  -0.520  -1.043
O  4.463  -1.937  -0.389  -0.139
C  4.544  -1.121  0.713  0.531
C  5.493  -1.257  1.702  -0.658
C  5.493  -0.393  2.813  -1.001
C  4.534  0.591  2.888  -0.599
C  3.580  0.772  1.872  1.263
C  2.583  1.854  2.046  -0.621
N  2.091  2.532  1.084  -0.439
N  1.156  3.502  1.476  -0.500
C  0.090  3.648  0.730  0.469
O  -0.280  2.987  -0.294  -0.921
C  -0.797  4.808  1.132  0.595
C  -0.583  5.605  2.255  -0.204
C  -1.435  6.666  2.534  -0.659
C  -2.517  6.943  1.699  -0.304
C  -2.745  6.140  0.592  -0.778
C  -1.889  5.077  0.315  -0.313
C  3.541  -0.092  0.741  -0.590
O  2.670  0.001  -0.187  -0.460
H  5.207  -3.466  -1.452  0.132
H  5.386  -3.664  0.306  0.414
H  6.442  -2.539  -0.574  0.409
H  6.237  -2.039  1.643  0.389
H  6.237  -0.508  3.591  0.348
H  4.512  1.266  3.741  0.379
H  2.245  2.064  3.065  0.346
H  0.260  5.369  2.895  0.449
H  -1.260  7.279  3.411  0.371
H  -3.177  7.777  1.916  0.365
H  -3.593  6.336  -0.057  0.376
H  -2.052  4.431  -0.539  0.309
N  -0.562  -0.134  -1.202  0.006
P  -1.787  0.992  -0.672  -0.288
C  -3.273  -0.143  -0.890  0.105
C  -4.236  0.258  -1.813  -0.453
C  -5.346  -0.541  -2.091  -0.535
C  -5.495  -1.762  -1.450  -0.531
C  -4.543  -2.176  -0.520  -0.613
C  -3.452  -1.368  -0.240  -0.107
C  -1.710  0.901  1.160  0.796
C  -0.570  0.532  1.876  0.494
C  -0.560  0.572  3.268  -0.877
C  -1.684  1.000  3.959  -0.619
C  -2.821  1.384  3.254  -0.682
C  -2.832  1.335  1.869  -0.624
P  0.528  -1.380  -0.688  0.205
C  -0.571  -2.865  -1.017  0.213
C  -0.963  -3.604  0.100  -0.490
C  -1.822  -4.694  -0.020  -0.551
C  -2.298  -5.062  -1.271  -0.511
C  -1.917  -4.334  -2.395  -0.726
C  -1.060  -3.251  -2.265  -0.246
C  1.468  -1.512  -2.280  1.276
C  2.269  -2.649  -2.415  -0.578
C  3.005  -2.872  -3.565  -0.764
C  2.960  -1.955  -4.615  -0.613
C  2.171  -0.825  -4.495  -0.780
C  1.432  -0.599  -3.332  -0.503
H  -0.852  -0.349  -2.154  0.216
H  -4.109  1.210  -2.320  0.347
H  -6.088  -0.211  -2.808  0.388
H  -6.351  -2.391  -1.668  0.368
H  -4.651  -3.129  -0.017  0.433
H  -2.722  -1.691  0.495  0.530
H  0.324  0.206  1.356  -0.078
H  0.334  0.277  3.803  0.533
H  -1.672  1.045  5.041  0.365
H  -3.702  1.724  3.787  0.405
H  -3.723  1.639  1.328  0.390
H  -0.593  -3.311  1.078  0.398
H  -2.120  -5.250  0.861  0.393
H  -2.954  -5.919  -1.375  0.379
H  -2.292  -4.611  -3.373  0.401
H  -0.768  -2.697  -3.154  0.347
H  2.314  -3.365  -1.599  0.458
H  3.619  -3.761  -3.650  0.482
H  3.534  -2.127  -5.518  0.373
H  2.120  -0.111  -5.309  0.412
H  0.827  0.301  -3.274  0.366

Charge   -1
E_HOMO   -3.86 eV



(5)
Entry from OMol25: 5 unconnected molecules or ions with the total composition C21H53INO19P4 at a distorted geometry (wB97M-V/def2-TZVPD).

Each line ends with the Mulliken charge.
Cartesian coordinates (Å):
C  2.214  -3.214  -1.998  -0.944
C  1.069  -4.217  -2.680  0.267
O  1.190  -5.501  -1.915  -0.578
C  -0.386  -3.487  -2.448  -0.499
C  -1.671  -4.328  -3.049  -0.523
N  -1.844  -5.713  -2.464  0.089
C  -3.278  -6.178  -2.332  -0.516
C  -4.312  -5.579  -3.454  -0.461
O  -4.027  -4.205  -3.897  -0.418
C  -3.104  -3.507  -2.969  0.251
C  -3.009  -1.948  -3.505  -0.542
C  -3.255  -0.873  -2.260  0.170
O  -4.182  0.078  -2.427  -0.619
I  -2.185  -0.905  -0.343  0.189
H  2.561  -3.659  -0.948  0.189
H  1.718  -2.159  -1.744  0.226
H  3.188  -3.123  -2.642  0.311
H  1.371  -4.368  -3.802  0.422
H  1.656  -6.192  -2.481  0.322
H  -0.305  -2.424  -2.984  0.354
H  -0.480  -3.294  -1.276  0.063
H  -1.450  -4.461  -4.214  0.166
H  -1.451  -5.667  -1.476  0.415
H  -1.215  -6.408  -2.969  0.444
H  -3.271  -7.362  -2.480  0.323
H  -3.740  -6.014  -1.246  0.293
H  -4.466  -6.299  -4.391  0.342
H  -5.384  -5.541  -2.930  0.273
H  -3.546  -3.440  -1.868  0.268
H  -2.045  -1.715  -4.137  0.370
H  -3.927  -1.784  -4.240  0.287
C  1.955  -0.411  4.867  -0.616
O  3.010  -0.724  3.978  -0.325
P  2.665  -2.091  2.975  0.951
O  3.351  -3.005  3.999  -0.654
O  3.768  -1.579  1.866  -0.206
C  5.055  -1.176  2.295  -0.770
O  2.321  -3.458  1.972  -0.201
C  1.320  -4.318  2.484  -0.728
H  2.241  0.461  5.460  0.282
H  1.054  -0.172  4.296  0.161
H  1.758  -1.253  5.536  0.357
H  5.363  -1.684  3.214  0.364
H  5.060  -0.095  2.454  0.296
H  5.776  -1.413  1.509  0.264
H  0.467  -3.735  2.840  0.363
H  1.724  -4.925  3.298  0.307
H  0.986  -4.981  1.682  0.154
C  -4.927  2.588  7.212  -0.753
O  -4.200  1.413  7.516  -0.280
P  -2.910  1.110  6.405  0.927
O  -3.848  0.229  5.569  -0.629
O  -2.137  0.186  7.525  -0.315
C  -2.860  -0.801  8.237  -0.621
O  -1.620  0.807  5.293  -0.153
C  -1.769  1.446  4.039  -0.768
H  -5.717  2.716  7.956  0.240
H  -4.259  3.452  7.251  0.317
H  -5.377  2.511  6.219  0.326
H  -3.705  -1.190  7.662  0.323
H  -3.220  -0.376  9.177  0.249
H  -2.186  -1.630  8.467  0.249
H  -2.070  2.487  4.180  0.326
H  -2.512  0.921  3.433  0.337
H  -0.809  1.422  3.518  0.219
C  5.522  5.167  1.733  -0.719
O  6.577  4.854  0.844  -0.276
P  6.232  3.487  -0.159  1.008
O  6.918  2.573  0.865  -0.611
O  7.335  3.999  -1.268  -0.360
C  8.622  4.403  -0.839  -0.595
O  5.888  2.120  -1.162  -0.336
C  4.887  1.260  -0.651  -0.639
H  5.807  6.039  2.326  0.241
H  4.621  5.406  1.162  0.307
H  5.325  4.325  2.402  0.306
H  8.930  3.895  0.080  0.314
H  8.626  5.483  -0.680  0.238
H  9.343  4.165  -1.625  0.249
H  4.034  1.844  -0.294  0.322
H  5.291  0.653  0.164  0.303
H  4.552  0.597  -1.452  0.248
C  -4.884  6.094  -6.164  -0.739
O  -4.651  4.896  -5.449  -0.281
P  -3.085  4.839  -4.717  0.984
O  -2.540  4.121  -5.959  -0.626
O  -3.615  3.729  -3.625  -0.334
C  -4.357  2.609  -4.071  -0.329
O  -1.518  4.782  -3.986  -0.258
C  -0.569  5.652  -4.574  -0.688
H  -5.890  6.061  -6.591  0.236
H  -4.816  6.946  -5.483  0.313
H  -4.154  6.204  -6.970  0.324
H  -4.101  2.325  -5.096  0.330
H  -5.424  2.835  -4.008  0.243
H  -4.143  1.763  -3.413  0.062
H  -1.009  6.639  -4.732  0.302
H  -0.220  5.241  -5.526  0.292
H  0.284  5.747  -3.898  0.242

Charge   +1
E_HOMO   -10.62 eV



(6)
Entry from OMol25: a molecular structure, C19H60Ag2N16O12 at a distorted geometry (wB97M-V/def2-TZVPD).

Each line ends with the Mulliken charge.
Cartesian coordinates (Å):
Ag  -3.760  -15.917  -23.845  0.341
Ag  -1.029  -19.087  -23.737  0.519
O  -3.886  -16.364  -21.420  -0.157
C  -2.572  -16.769  -21.040  1.028
C  -1.304  -16.307  -21.932  -1.118
O  -1.232  -16.492  -23.306  0.014
H  -2.578  -17.807  -20.708  0.430
H  -2.411  -16.418  -20.021  -0.422
H  -0.387  -16.747  -21.540  0.113
H  -1.058  -15.275  -21.682  0.161
C  5.420  -11.789  -22.486  -1.341
C  4.202  -11.033  -23.066  0.459
C  2.821  -11.769  -22.780  -0.754
O  2.773  -13.158  -23.345  -0.423
C  1.631  -13.790  -22.827  -0.460
N  4.188  -9.729  -22.523  -0.647
H  5.387  -12.872  -22.607  0.325
H  5.504  -11.631  -21.411  0.302
H  6.339  -11.433  -22.951  0.356
H  4.323  -11.115  -24.146  0.242
H  2.025  -11.231  -23.295  0.324
H  2.646  -11.821  -21.706  0.362
H  1.562  -14.685  -23.446  -0.028
H  0.683  -13.251  -22.821  0.503
H  1.875  -14.084  -21.806  0.255
H  5.060  -9.220  -22.540  0.266
H  3.809  -9.740  -21.587  0.236
C  -4.658  -13.837  -16.638  -1.600
C  -4.222  -13.974  -18.134  0.835
C  -2.782  -13.591  -18.391  -0.376
O  -2.542  -12.216  -18.055  -0.455
C  -1.276  -12.095  -17.306  -0.652
N  -4.446  -15.374  -18.442  -0.023
H  -4.016  -14.431  -15.987  0.293
H  -5.635  -14.292  -16.474  0.439
H  -4.668  -12.819  -16.248  0.359
H  -4.866  -13.383  -18.787  0.153
H  -2.551  -13.536  -19.455  0.068
H  -2.054  -14.309  -18.013  0.358
H  -0.507  -12.342  -18.038  0.212
H  -1.259  -12.838  -16.508  0.281
H  -1.029  -11.086  -16.976  0.287
H  -3.985  -15.588  -19.315  -0.604
H  -5.434  -15.578  -18.393  0.277
C  4.483  -16.929  -21.263  -1.229
C  3.240  -17.338  -22.043  0.795
O  3.804  -18.386  -22.891  -0.575
H  4.222  -16.138  -20.559  0.238
H  5.363  -16.595  -21.812  0.340
H  4.796  -17.813  -20.708  0.382
H  2.796  -16.521  -22.612  -0.236
H  2.434  -17.674  -21.392  -0.038
H  4.027  -19.204  -22.441  0.319
C  -0.205  -20.387  -20.772  0.686
O  -1.017  -19.993  -21.575  -0.583
N  1.018  -20.696  -21.082  -0.357
N  -0.396  -20.686  -19.474  -0.438
H  1.359  -20.562  -22.023  0.175
H  1.560  -21.134  -20.351  0.158
H  -1.327  -20.387  -19.223  0.196
H  0.286  -20.718  -18.729  0.237
C  1.337  -16.213  -18.246  0.548
O  2.089  -16.661  -17.499  -0.713
N  0.169  -16.716  -18.383  0.216
N  1.687  -15.286  -19.051  -0.123
H  -0.289  -16.487  -19.254  -0.370
H  -0.220  -17.204  -17.589  0.031
H  0.980  -14.793  -19.577  -0.019
H  2.482  -14.746  -18.740  0.232
C  0.581  -17.993  -25.935  0.525
O  1.261  -18.525  -26.799  -0.711
N  -0.654  -17.674  -26.045  -0.253
N  1.065  -17.643  -24.769  -0.061
H  -1.103  -17.116  -25.333  0.122
H  -1.099  -17.754  -26.949  0.211
H  2.038  -17.837  -24.585  0.070
H  0.581  -16.999  -24.159  -0.042
C  -2.234  -13.758  -25.918  0.667
O  -3.333  -13.969  -25.401  -0.643
N  -1.139  -14.177  -25.424  -0.050
N  -2.034  -13.070  -26.978  -0.376
H  -0.237  -13.953  -25.819  0.195
H  -1.173  -14.784  -24.617  -0.295
H  -1.099  -12.750  -27.186  0.171
H  -2.822  -12.569  -27.363  0.296
C  -2.918  -18.565  -16.770  0.449
O  -3.033  -19.784  -16.595  -0.738
N  -3.718  -17.871  -17.426  -0.072
N  -1.898  -17.877  -16.208  -0.426
H  -3.413  -17.025  -17.885  0.096
H  -4.390  -18.423  -17.939  0.227
H  -1.226  -18.505  -15.792  0.213
H  -1.791  -16.873  -16.204  0.201
C  -6.542  -19.261  -20.967  0.559
O  -7.561  -19.759  -20.583  -0.718
N  -6.073  -18.228  -20.408  -0.180
N  -5.758  -19.782  -21.873  -0.322
H  -5.331  -17.665  -20.800  -0.035
H  -6.479  -17.945  -19.528  0.145
H  -4.863  -19.320  -21.954  0.200
H  -6.119  -20.516  -22.465  0.195
C  -5.928  -13.645  -21.684  0.506
O  -6.449  -12.630  -22.135  -0.763
N  -6.557  -14.702  -21.309  -0.148
N  -4.656  -13.661  -21.425  0.138
H  -5.914  -15.473  -21.189  0.165
H  -7.557  -14.838  -21.344  0.191
H  -4.305  -14.539  -21.071  -0.460
H  -4.006  -12.900  -21.566  0.144

Energy relative to the best compared isomer or geometry (same formula, charge and spin)   0.0 kcal per mole
E_HOMO   -8.65 eV



Number 1: HOMO-LUMO gap 8.95 eV. Number 2: HOMO-LUMO gap 9.37 eV. Number 3: HOMO-LUMO gap 4.75 eV. Number 4: HOMO-LUMO gap 6.07 eV. Number 5: HOMO-LUMO gap 6.20 eV. Number 6: HOMO-LUMO gap 7.37 eV.